Entry 1:
C30H27Br2N9V | ωB97M-V with the def2-TZVPD basis set

Structure (XYZ):
```
69
Properties=species:S:1:pos:R:3:forces:R:3:mulliken_spin:R:1
V 0.02368 -0.06955 -0.88441 1.32 0.61 -1.00 1.25
C 4.38222 -1.64362 1.23850 -0.01 -0.06 0.02 0.00
C 4.00639 -2.96922 1.37100 0.09 0.10 0.00 0.00
C 2.83322 -3.40487 0.75898 -0.23 -0.01 -0.14 0.00
C 2.06849 -2.49108 0.05429 0.26 0.13 0.25 0.01
N 2.38096 -1.17087 0.02132 -0.25 0.25 0.06 0.00
C 3.52344 -0.76929 0.57799 0.08 -0.11 0.03 0.00
C 1.02748 -2.84354 -0.92843 0.10 -0.32 0.02 0.01
C 0.68938 -4.10318 -1.39486 -0.02 0.22 0.07 0.00
C -0.01541 -4.20288 -2.59546 -0.01 -0.03 0.01 0.00
C -0.26319 -3.07061 -3.36642 0.02 0.19 0.04 0.02
C 0.08586 -1.83718 -2.83896 -0.06 -0.57 -0.52 0.02
N 0.58443 -1.75822 -1.59101 -0.12 -0.53 -1.03 -0.03
C 0.20008 -0.55542 -3.56875 0.17 0.09 -0.41 0.00
C 0.02627 -0.42299 -4.93337 -0.05 -0.03 0.16 0.00
C 0.36695 0.78666 -5.53289 0.01 0.06 0.08 0.00
C 0.87391 1.81170 -4.74717 -0.01 -0.08 -0.07 0.00
C 1.01056 1.60641 -3.38260 0.06 0.12 -0.04 0.00
N 0.67243 0.45528 -2.79588 0.17 -0.02 -0.60 -0.05
H 5.31912 -1.28248 1.64062 -0.01 0.02 0.00 0.00
H 4.63688 -3.66760 1.90618 -0.02 -0.02 0.01 0.00
H 2.54511 -4.44704 0.80707 0.05 -0.01 -0.05 0.00
H 3.77528 0.28133 0.48533 -0.03 0.01 0.03 0.00
H 1.00766 -4.99370 -0.87068 0.04 -0.01 -0.03 0.00
H -0.28895 -5.17936 -2.97649 0.02 -0.01 0.00 0.00
H -0.65722 -3.15652 -4.36916 -0.04 -0.05 0.02 0.00
H -0.34418 -1.24411 -5.53129 0.02 -0.01 0.00 0.00
H 0.25760 0.91164 -6.60270 -0.01 0.02 0.00 0.00
H 1.16272 2.75627 -5.18762 0.08 -0.01 0.03 0.00
H 1.42720 2.37729 -2.74532 -0.07 0.01 0.02 0.00
Br 0.12093 6.09909 1.59725 -0.01 -0.52 -0.17 0.00
C 0.11164 4.34689 0.97215 -0.03 0.39 0.05 0.00
C 0.75987 3.33217 1.68033 0.23 -0.16 0.05 0.00
C 0.78253 2.06956 1.13549 -0.16 0.96 0.19 0.00
N 0.21642 1.75890 -0.05416 0.18 0.67 0.27 -0.03
C -0.55703 2.70780 -0.64890 0.03 0.31 0.17 -0.01
C -0.60160 4.00304 -0.18483 0.00 0.01 -0.12 0.00
C -1.53311 2.14656 -1.60798 -0.15 0.11 -0.23 0.03
C -2.36286 2.88220 -2.42225 0.14 0.01 0.13 -0.01
C -3.36595 2.22321 -3.14672 -0.31 0.14 -0.31 0.01
Br -4.48416 3.18260 -4.29220 0.33 -0.29 0.37 0.00
C -3.52228 0.84369 -2.98291 -0.02 0.13 -0.05 0.00
C -2.63436 0.16887 -2.17566 -0.26 -0.03 -0.02 0.02
N -1.63938 0.79356 -1.52268 -0.55 0.07 -0.01 -0.03
H 1.24213 3.52814 2.62933 0.01 0.00 0.00 0.00
H 1.49053 0.17369 1.16155 -0.03 -0.07 0.06 0.01
H -1.22366 4.74319 -0.66900 -0.02 0.00 0.03 0.00
H -2.25451 3.95531 -2.50474 -0.03 0.00 0.02 0.00
H -4.32466 0.31938 -3.48399 0.02 -0.06 0.02 0.00
H -2.72886 -0.90075 -2.02352 0.06 0.00 -0.05 0.00
C -0.87616 1.04901 5.62042 0.35 -0.02 -0.17 0.00
C -1.28369 -0.32450 5.11070 0.06 -0.16 -0.31 -0.01
C -2.58028 -0.28220 4.30947 0.08 -0.06 -0.04 0.00
C -0.15254 -1.10091 4.33545 -0.53 0.17 1.14 0.00
N 0.17466 -0.52858 3.00965 1.08 0.29 0.08 -0.07
C -0.46259 -1.08542 1.86075 -0.43 0.01 -0.76 0.15
N -0.35792 -0.67184 0.66888 -1.02 -1.33 3.19 -0.37
N 1.29575 0.94133 1.80457 0.36 -1.10 -0.09 0.04
N 0.87638 0.54282 3.00986 -1.04 0.64 -0.17 0.05
H -1.72902 1.55112 6.07532 0.01 -0.11 0.09 0.00
H -0.52957 1.70076 4.81732 -0.03 0.10 -0.15 0.00
H -0.06860 0.98457 6.35051 -0.07 0.02 0.04 0.00
H -1.44477 -0.96209 5.98531 0.06 -0.12 -0.09 0.00
H -2.51858 0.40991 3.46025 0.01 0.00 0.00 0.00
H -3.38788 0.07401 4.94663 -0.02 0.02 -0.04 0.00
H -2.87181 -1.27170 3.95000 -0.05 -0.02 -0.02 0.00
H -0.48353 -2.12470 4.17403 0.11 -0.03 -0.13 0.00
H 0.75975 -1.10483 4.92871 0.08 0.01 -0.15 0.00
H -1.16960 -1.87716 2.10780 0.01 0.07 0.19 -0.01
```
Positions in Å, forces in eV/Å.

Values from the calculation:
2S+1: 2
Charge: +4
Electronic energy, Eh: -7742.7314
LUMO energy (spin up / spin down), Eh: -0.5254 / -0.5225
Highest occupied orbital energy (spin up / spin down), eV: -20.03 / -20.02

Entry 2:
H4N2S2 | ωB97M-V with the def2-TZVPD basis set

Structure (XYZ):
```
8
Properties=species:S:1:pos:R:3:forces:R:3:nbo_charge:R:1
N -1.56801 0.19319 -2.04362 0.05 -0.19 0.44 -0.92
N 1.62545 -0.10751 1.99616 -0.12 0.11 -0.15 -0.92
S -1.75280 0.50172 -0.43482 0.10 0.05 -0.18 0.15
S 1.32455 -0.85826 0.57111 -0.08 -0.02 0.09 0.15
H -2.07584 -0.59742 -2.41131 0.06 0.07 -0.13 0.38
H -0.65421 0.34603 -2.44459 -0.10 0.07 -0.10 0.38
H 1.01284 -0.26532 2.78124 0.06 -0.08 0.00 0.38
H 2.08802 0.78758 1.98583 0.03 -0.01 0.03 0.38
```
Positions in Å, forces in eV/Å.

Values from the calculation:
Charge: 0
Electronic energy, Eh: -908.2051
LUMO energy (spin up / spin down), Eh: -0.0231 / -0.0250
Highest occupied orbital energy (spin up / spin down), eV: -8.37 / -8.22

Entry 3:
C3H4N2O | ωB97M-V with the def2-TZVPD basis set

Structure (XYZ):
```
10
Properties=species:S:1:pos:R:3:forces:R:3:nbo_charge:R:1
O 0.31877 1.55433 0.63189 0.03 0.00 0.00 -0.61
C 0.76680 0.33860 0.58154 -0.26 0.03 -0.03 0.44
C -0.08509 -0.67966 1.18976 -0.13 -0.09 0.19 0.01
N -0.91487 -1.04177 0.26076 0.26 0.03 -0.04 -0.38
C -0.51236 -0.37076 -0.90268 -0.14 -0.13 -0.31 -0.02
N 0.85903 -0.03232 -0.76058 0.06 0.13 -0.02 -0.58
H -0.63680 1.19157 -0.21704 0.20 0.05 0.16 0.31
H -0.19343 -0.95345 2.23087 0.05 0.08 -0.11 0.21
H -0.90108 -0.72621 -1.85258 0.02 0.02 0.13 0.21
H 1.16750 0.75279 -1.32448 -0.07 -0.13 0.03 0.40
```
Positions in Å, forces in eV/Å.

Values from the calculation:
Charge: 0
Electronic energy, Eh: -301.2952
LUMO energy (spin up / spin down), Eh: -0.0166 / -0.0166
Highest occupied orbital energy (spin up / spin down), eV: -8.97 / -8.97

Entry 4:
C4H8NO3S | ωB97M-V with the def2-TZVPD basis set

Structure (XYZ):
```
17
Properties=species:S:1:pos:R:3:forces:R:3:nbo_charge:R:1
C -2.53326 0.57332 -0.06053 0.95 0.41 0.89 0.32
C -1.48212 1.57598 -0.16784 -0.82 2.75 -1.79 -0.79
C 0.32562 -1.96135 0.80878 1.41 0.71 0.82 -0.63
C 0.17172 -0.82820 -0.16711 1.43 0.18 -0.92 -0.93
N -3.14071 -0.37143 0.16403 -0.90 -0.37 -0.17 -0.41
O 1.40914 0.77832 -1.85303 -0.32 0.31 -0.13 -0.99
O 1.47782 1.23317 0.60757 -1.37 -1.83 -0.40 -0.92
O 2.86514 -0.59569 -0.42948 -0.99 1.01 0.24 -1.01
S 1.54491 0.05360 -0.61174 0.50 -1.78 1.04 2.28
H 2.25893 1.69913 0.46303 2.33 1.58 -0.14 0.46
H -1.70875 2.58233 0.34883 0.19 -1.85 0.03 0.22
H -1.59913 1.99974 -1.26448 1.03 -1.25 1.70 0.24
H -0.50390 1.03670 0.11319 -1.58 0.86 -0.65 0.34
H -0.50279 -1.77454 1.50646 0.47 -0.85 0.44 0.20
H 0.25674 -2.96769 0.33591 0.05 0.59 0.41 0.18
H 1.36758 -1.82504 1.28651 -1.70 -0.64 -0.19 0.21
H -0.20693 -1.20835 -1.08011 -0.69 0.19 -1.20 0.21
```
Positions in Å, forces in eV/Å.

Values from the calculation:
Charge: -1
Electronic energy, Eh: -835.8343
LUMO energy, Eh: 0.1336
Highest occupied orbital energy, eV: -3.22

Entry 5:
C23H21N3O5S | ωB97M-V with the def2-TZVPD basis set

Structure (XYZ):
```
53
Properties=species:S:1:pos:R:3:forces:R:3:nbo_charge:R:1
O -2.02778 -0.13900 -0.88470 -0.17 0.16 0.00 -0.61
C -1.15310 0.19052 -0.11186 -0.35 -0.14 0.13 0.68
C -1.15200 1.55437 0.56167 -0.49 -0.11 -0.27 -0.33
N 0.15031 2.05570 0.93200 0.57 0.04 -0.74 -0.69
C 0.09942 3.17614 1.85544 0.28 0.32 0.18 -0.27
C -0.12014 2.67241 3.25667 -0.14 -0.02 0.05 0.05
C 0.72699 1.69564 3.76756 -0.04 0.06 0.01 -0.24
C 0.53559 1.20139 5.04415 0.09 -0.04 -0.02 -0.19
C -0.50372 1.68098 5.82565 -0.07 0.02 0.08 -0.22
C -1.35028 2.65324 5.32341 -0.04 -0.01 0.12 -0.20
C -1.16260 3.14315 4.04132 0.10 0.03 -0.11 -0.24
S 1.37256 2.08421 -0.24521 0.07 -0.03 0.23 2.30
O 2.12793 3.28566 -0.04506 -0.19 0.23 -0.12 -0.93
O 2.08481 0.84138 -0.11698 -0.01 -0.02 -0.37 -0.95
C 0.51039 2.13822 -1.80448 0.33 -0.06 0.54 -0.28
C 0.42458 1.01575 -2.60198 0.14 -0.17 -0.01 -0.19
C -0.31108 1.07985 -3.77433 0.01 0.03 -0.01 -0.19
C -0.94228 2.26056 -4.12919 0.05 -0.07 -0.02 -0.18
C -0.83445 3.38723 -3.32632 0.03 0.08 0.16 -0.20
C -0.10515 3.32685 -2.15137 -0.10 0.25 -0.05 -0.23
N -0.14973 -0.63142 0.29204 0.59 0.06 0.67 -0.45
N -0.01620 -1.81850 -0.31549 0.00 -0.25 -0.01 -0.22
C 0.96875 -2.59152 -0.11495 0.10 0.74 0.58 0.04
C 0.98991 -3.83931 -0.85441 -0.09 -0.62 -0.47 0.00
C 1.85461 -4.87742 -0.51670 -0.16 0.28 -0.03 -0.21
C 1.82293 -6.06825 -1.21861 0.00 -0.12 -0.06 -0.21
C 0.93183 -6.23415 -2.26618 0.05 0.00 0.03 -0.20
C 0.07676 -5.20247 -2.62492 -0.07 0.12 0.05 -0.18
C 0.09996 -4.00811 -1.92770 0.23 0.05 0.26 -0.12
C -0.73988 -2.83550 -2.34594 -0.22 0.06 -0.50 0.82
O -0.33966 -1.99772 -3.11671 0.04 -0.03 -0.13 -0.62
O -1.97360 -2.86837 -1.85613 -0.48 -0.32 -0.05 -0.68
H -1.73642 1.44733 1.48534 0.10 0.01 -0.09 0.25
H -1.69820 2.24733 -0.09818 0.07 -0.21 0.10 0.22
H -0.68721 3.88736 1.56870 0.07 -0.03 0.02 0.19
H 1.06637 3.67816 1.78155 -0.22 0.11 0.12 0.26
H 1.53556 1.33357 3.14929 0.11 -0.10 -0.04 0.22
H 1.19900 0.44376 5.43436 0.06 -0.06 0.03 0.21
H -0.65216 1.29732 6.82398 -0.02 -0.04 0.08 0.22
H -2.16188 3.02976 5.92830 -0.07 0.02 0.05 0.22
H -1.82756 3.90115 3.65174 -0.07 0.07 -0.06 0.21
H 0.92109 0.10363 -2.31445 0.01 -0.17 0.03 0.26
H -0.39409 0.19454 -4.38313 -0.02 -0.08 -0.05 0.25
H -1.52168 2.30809 -5.03906 -0.05 -0.01 -0.08 0.22
H -1.32135 4.30760 -3.61175 -0.02 0.07 -0.01 0.22
H 0.00778 4.18480 -1.50611 -0.05 0.17 0.01 0.23
H 0.62464 -0.24547 0.83755 -0.29 -0.15 -0.21 0.41
H 1.78463 -2.36275 0.57499 -0.01 0.02 0.05 0.17
H 2.54536 -4.74700 0.30354 0.08 0.02 0.09 0.21
H 2.49444 -6.86973 -0.94877 0.04 -0.06 0.02 0.22
H 0.90737 -7.16539 -2.81191 0.00 -0.07 -0.05 0.22
H -0.60642 -5.32508 -3.45174 -0.07 -0.01 -0.09 0.22
H -2.37496 -1.98047 -1.92493 0.30 -0.03 -0.01 0.52
```
Positions in Å, forces in eV/Å.

Values from the calculation:
Charge: 0
SMILES: O=C(CN(Cc1ccccc1)S(=O)(=O)c1ccccc1)N/N=C/c1ccccc1C(=O)O
Electronic energy, Eh: -1827.7015
LUMO energy, Eh: 0.0051
Highest occupied orbital energy, eV: -8.71

Relative energy (zero: lowest compared OMol25 entry of this formula, charge and spin), respectively: 4.211, 1.251, 5.226, 2.873, 1.379 eV.